Record 1
Entry from the Open Molecules 2025 dataset: the ion C2H4O3P with charge -1 in a non-equilibrium geometry (wB97M-V/def2-TZVPD).

Each line ends with the Mulliken charge.
Atoms and positions in Å:
C (0.72627, -0.08276, -0.22382)  0.59
C (1.92170, 0.13374, -0.70337)  -0.80
O (0.12733, 1.03556, 0.42254)  -0.56
O (-0.10260, -1.11456, -0.07403)  -0.43
O (-2.40407, 0.77394, -0.27967)  -0.69
P (-1.44773, -0.07794, 0.47214)  0.53
H (2.21068, 1.19702, -0.62458)  0.23
H (2.53091, -0.63139, -1.17590)  0.27
H (-2.11540, -1.28789, 0.42261)  -0.06
H (-1.44709, 0.05429, 1.76407)  -0.07

Properties
Relative energy (zero: lowest compared OMol25 entry of this formula, charge and spin) in kJ/mol: 233.7
Total charge: -1


Record 2
Entry from the Open Molecules 2025 dataset: a cluster of 2 separate species, C2H4O3P in total in a non-equilibrium geometry (wB97M-V/def2-TZVPD).

Each line ends with the Mulliken charge.
Atoms and positions in Å:
C (-3.12282, 1.29356, -0.13002)  0.23
C (0.19848, -0.02152, 0.00504)  -0.83
O (-3.24577, -1.23400, -1.20042)  -0.63
O (-3.56850, -1.13681, 1.25127)  -0.56
O (-3.55770, 2.38208, -0.02687)  -0.38
P (-3.78286, -0.45404, -0.01458)  0.33
H (-0.03408, 0.53224, 1.01423)  0.19
H (1.18299, 0.21092, -0.48338)  0.26
H (-0.63910, 0.03847, -0.61416)  0.16
H (0.22325, -1.11129, 0.33594)  0.23

Properties
Relative energy (zero: lowest compared OMol25 entry of this formula, charge and spin) in kJ/mol: 207.1
Total charge: -1


Record 3
Entry from the Open Molecules 2025 dataset: a structure of composition C2H4O3Pr in a non-equilibrium geometry (wB97M-V/def2-TZVPD).

Each line ends with the Mulliken charge.
Atoms and positions in Å:
O (-0.33634, -1.37816, 0.23216)  -0.53
C (-1.38335, -0.82654, -0.06432)  0.24
C (-1.45862, 0.67935, 0.00224)  -0.24
O (-0.31088, 1.23193, 0.44268)  -0.36
H (-2.30932, -1.40334, -0.21411)  0.44
H (-2.29288, 1.02035, 0.66024)  0.38
Pr (1.75404, -0.22770, 0.69564)  2.05
O (3.68887, 0.18642, -0.25715)  -0.71
H (4.38365, -0.42300, -0.50281)  0.35
H (-1.73517, 1.14070, -0.99457)  0.38

Properties
Total charge: +2
Multiplicity: 4


Record 4
Entry from the Open Molecules 2025 dataset: a cluster of 2 separate species, C2H4O4 in total in a non-equilibrium geometry (wB97M-V/def2-TZVPD).

Each line ends with the Mulliken charge.
Atoms and positions in Å:
C (-0.57672, -0.32206, -2.05425)  -0.09
C (0.43271, 0.67810, 2.04115)  0.68
O (0.14658, 0.21038, -1.30527)  -0.33
O (0.73828, 0.97572, 3.32255)  -0.45
O (0.12876, -0.40426, 1.63031)  -0.51
O (0.43407, 1.81038, 1.35854)  -0.42
H (-0.73289, -1.43151, -2.16436)  0.22
H (0.89801, 0.21203, 3.84694)  0.34
H (-1.23536, 0.29194, -2.77274)  0.19
H (0.03672, 1.76250, 0.52731)  0.35

Properties
Relative energy (zero: lowest compared OMol25 entry of this formula, charge and spin) in kJ/mol: 101.8
SMILES: O=C(O)O.C=O


Record 5
Entry from the Open Molecules 2025 dataset: the molecule C2H4O4S in a non-equilibrium geometry (wB97M-V/def2-TZVPD).

Each line ends with the Mulliken charge.
Atoms and positions in Å:
C (0.31934, 1.11889, -0.02136)  -0.38
C (-2.18967, -0.29254, 0.08281)  0.29
O (0.74021, -1.27717, -0.23727)  -0.45
O (2.62336, 0.40205, -0.61393)  -0.38
O (-2.05917, -1.36791, -0.41800)  -0.54
O (-1.25648, 0.67308, 0.30014)  -0.37
S (1.46206, -0.05837, 0.54408)  0.54
H (0.29270, 1.91601, 0.69964)  0.24
H (-3.07024, 0.19275, 0.50144)  0.35
H (-0.26217, -1.12716, -0.26882)  0.38
H (3.40005, -0.17962, -0.56872)  0.32

Properties
Relative energy (zero: lowest compared OMol25 entry of this formula, charge and spin) in kJ/mol: 406.3


Record 6
Entry from the Open Molecules 2025 dataset: a cluster of 2 separate species, C2H4O5S2 in total in a non-equilibrium geometry (wB97M-V/def2-TZVPD).

Each line ends with the Mulliken charge.
Atoms and positions in Å:
C (-1.66222, 0.66538, 0.37404)  -0.21
C (-2.60761, -0.15316, -0.00010)  -0.49
O (-0.24383, -0.05344, -1.84511)  -0.52
O (0.11709, -1.04524, 0.39519)  -0.47
O (2.91935, -0.99680, -0.30926)  -0.49
O (3.63232, 0.73554, 1.09157)  -0.38
O (0.98366, 1.23169, -0.19357)  -0.63
S (-0.10047, 0.35611, -0.49806)  1.17
S (3.31457, 0.38888, -0.23471)  0.81
H (-1.57134, 1.58716, 0.96395)  0.37
H (-2.10788, -0.91726, -0.68895)  0.15
H (0.90943, -1.45376, 0.63528)  0.34
H (-3.58306, -0.34511, 0.30973)  0.36

Properties
Relative energy (zero: lowest compared OMol25 entry of this formula, charge and spin) in kJ/mol: 24.6


Record 7
Entry from the Open Molecules 2025 dataset: the molecule C2H4OS2 in a non-equilibrium geometry (wB97M-V/def2-TZVPD).

Each line ends with the Mulliken charge.
Atoms and positions in Å:
C (0.60210, 0.42322, 0.20005)  -0.62
C (-0.78419, -0.05812, -0.13619)  0.41
H (1.86787, -1.68122, 0.25385)  0.13
H (0.63800, 0.39632, 1.35207)  0.29
H (0.72398, 1.42799, -0.20782)  0.29
H (-2.42625, 0.66966, -0.68969)  0.35
O (-1.60805, 0.99116, -0.30794)  -0.42
S (2.11423, -0.49789, -0.32728)  -0.16
S (-1.12769, -1.67113, -0.13706)  -0.27

Properties
Relative energy (zero: lowest compared OMol25 entry of this formula, charge and spin) in kJ/mol: 24.7
SMILES: OC(=S)CS


Record 8
Entry from the Open Molecules 2025 dataset: a cluster of 2 separate species, C2H4OS2 in total in a non-equilibrium geometry (wB97M-V/def2-TZVPD).

Each line ends with the Mulliken charge.
Atoms and positions in Å:
C (2.01287, 0.77552, -0.57374)  0.16
C (-2.78373, -0.77672, -0.07920)  -0.33
O (1.77584, 1.94765, -0.47339)  -0.41
S (2.72991, -0.41173, 0.49507)  -0.20
S (-2.91260, 0.66798, 0.61143)  -0.17
H (1.53032, 0.18893, -1.26157)  0.29
H (-1.97362, -1.36705, 0.31532)  0.24
H (3.12114, 0.25657, 1.65885)  0.17
H (-3.50013, -1.28115, -0.69277)  0.27

Properties
Relative energy (zero: lowest compared OMol25 entry of this formula, charge and spin) in kJ/mol: 171.9
SMILES: O=CS.C=S


Record 9
Entry from the Open Molecules 2025 dataset: a cluster of 2 separate species, C2H4OSi in total in a non-equilibrium geometry (wB97M-V/def2-TZVPD).

Each line ends with the Mulliken charge.
Atoms and positions in Å:
C (1.44138, -2.41157, 1.75966)  -0.10
C (0.89572, -1.33046, 1.48673)  -0.24
O (0.88038, 0.55154, 0.46438)  -0.23
Si (-0.02461, 0.99025, -0.78211)  0.45
H (1.54591, -3.39945, 1.91823)  0.39
H (0.57630, 0.58634, -2.05480)  -0.10
H (0.49060, 2.29060, -0.44130)  -0.08
H (-1.44368, 1.34292, -0.99347)  -0.09

Properties
Relative energy (zero: lowest compared OMol25 entry of this formula, charge and spin) in kJ/mol: 558.8


Record 10
Entry from the Open Molecules 2025 dataset: the molecule C2H4P4 in a non-equilibrium geometry (wB97M-V/def2-TZVPD).

Each line ends with the Mulliken charge.
Atoms and positions in Å:
C (-2.16348, -0.36166, 0.67798)  -0.48
C (1.26760, 0.21462, -0.35398)  0.19
P (-0.10687, 1.13812, -1.04776)  -0.12
P (2.75435, 0.39246, 0.42481)  -0.07
P (-1.06904, 0.90647, 0.87631)  0.00
P (1.72518, -1.50544, -0.03087)  -0.09
H (-2.66436, -0.75674, 1.69080)  0.22
H (-2.33712, -0.88009, -0.20646)  0.30
H (0.36864, 2.35699, -0.76867)  0.04
H (2.22510, -1.50473, -1.26215)  0.01

Properties
Relative energy (zero: lowest compared OMol25 entry of this formula, charge and spin) in kJ/mol: 199.7
SMILES: C=P#[PH]C1=PP1


Record 11
Entry from the Open Molecules 2025 dataset: a structure of composition C2H4P4 in a non-equilibrium geometry (wB97M-V/def2-TZVPD).

Each line ends with the Mulliken charge.
Atoms and positions in Å:
C (1.84262, 0.20767, 0.98145)  -0.44
C (-1.59629, 0.16568, -0.16151)  0.24
P (-0.29333, 1.29570, -0.64031)  -0.18
P (-2.87734, 0.14719, 0.94279)  -0.08
P (1.31650, -0.14386, -0.60143)  -0.02
P (-1.90624, -1.52484, -0.58268)  -0.09
H (2.83620, -0.17226, 1.40445)  0.25
H (1.60886, 1.16482, 1.56727)  0.23
H (-0.60817, 1.13458, -2.08735)  0.09
H (-0.32282, -2.27469, -0.82267)  -0.01

Properties
Relative energy (zero: lowest compared OMol25 entry of this formula, charge and spin) in kJ/mol: 353.4


Record 12
Entry from the Open Molecules 2025 dataset: the molecule C2H4S in a non-equilibrium geometry (wB97M-V/def2-TZVPD).

Each line ends with the Mulliken charge.
Atoms and positions in Å:
C (-0.32165, 0.59060, 0.23567)  -0.83
C (0.42549, -0.64297, -0.24918)  -0.03
H (0.08057, 0.71039, 1.22442)  0.30
H (-1.24951, 0.11984, 0.40176)  0.29
H (-0.26537, 1.45693, -0.50011)  0.31
H (0.05337, -1.60086, 0.47727)  0.22
S (1.27710, -0.63394, -1.58984)  -0.25

Properties
Relative energy (zero: lowest compared OMol25 entry of this formula, charge and spin) in kJ/mol: 77.8
SMILES: CC=S


Record 13
Entry from the Open Molecules 2025 dataset: the molecule C2H4S in a non-equilibrium geometry (wB97M-V/def2-TZVPD).

Each line ends with the Mulliken charge.
Atoms and positions in Å:
C (0.68666, 0.82804, 0.00006)  -0.58
C (0.83525, -0.68422, -0.03753)  -0.39
H (1.02295, 1.28162, -0.81258)  0.35
H (1.01228, 1.12680, 0.97779)  0.24
H (1.36259, -1.30994, -0.78133)  0.30
H (0.98364, -1.26125, 0.98682)  0.20
S (-0.84456, -0.04376, -0.00912)  -0.11

Properties
Relative energy (zero: lowest compared OMol25 entry of this formula, charge and spin) in kJ/mol: 71.0
SMILES: C1CS1


Record 14
Entry from the Open Molecules 2025 dataset: the molecule C2H5B2F3O (wB97M-V/def2-TZVPD).

Each line ends with the Mulliken charge.
Atoms and positions in Å:
C (0.36115, -1.73776, 0.83775)  -0.87
B (-0.39595, -0.37288, 0.76466)  0.31
O (-1.71425, -0.32164, 1.16929)  -0.49
B (0.37913, 1.02711, 0.21200)  0.00
C (0.33944, 1.36258, -1.34912)  0.67
F (-0.90080, 1.87388, -1.60996)  -0.27
F (0.48077, 0.25841, -2.12322)  -0.24
F (1.23128, 2.25876, -1.81179)  -0.26
H (0.11943, -2.25701, -0.10127)  0.31
H (0.02085, -2.37138, 1.66220)  0.27
H (1.45061, -1.64701, 0.87224)  0.28
H (-2.31036, 0.12450, 0.56080)  0.31
H (0.93871, 1.80244, 0.91644)  -0.04

Properties
SMILES: CB(O)BC(F)(F)F


Record 15
Entry from the Open Molecules 2025 dataset: the molecule C2H5BO in a non-equilibrium geometry (wB97M-V/def2-TZVPD).

Each line ends with the Mulliken charge.
Atoms and positions in Å:
B (0.75115, 0.30420, -0.31351)  -0.07
C (0.41090, -1.11061, -0.69491)  0.57
C (-0.56137, 0.43878, 0.65799)  -1.05
O (-0.29092, -1.95883, -1.12367)  -0.33
H (0.73849, 0.64264, -1.55199)  -0.02
H (1.77900, 0.47292, 0.31987)  -0.07
H (-0.95055, 1.44735, 1.03481)  0.27
H (-1.40735, -0.03138, 0.18499)  0.32
H (-0.46936, -0.20507, 1.48642)  0.38

Properties
Relative energy (zero: lowest compared OMol25 entry of this formula, charge and spin) in kJ/mol: 238.8


Record 16
Entry from the Open Molecules 2025 dataset: a structure of composition C2H5BaBrO2P2 in a non-equilibrium geometry (wB97M-V/def2-TZVPD).

Each line ends with the Mulliken charge.
Atoms and positions in Å:
O (1.72142, -0.31333, 1.35784)  -0.46
P (1.48200, 0.09088, -0.05075)  0.33
P (0.01344, -0.99148, -1.25917)  0.03
C (-1.18805, -1.14760, 0.15774)  -0.66
C (-1.89871, 0.17219, 0.33511)  0.50
O (-2.73848, 0.63726, -0.33658)  -0.36
Br (-1.13923, 1.28772, 1.77732)  -0.15
H (1.11607, 1.43409, 0.04299)  -0.03
H (2.73432, -0.04695, -0.73595)  0.05
H (-0.53785, 0.06322, -2.01150)  0.15
H (-0.60601, -1.44131, 1.01696)  0.47
H (-1.91349, -1.92118, -0.08544)  0.38
Ba (2.95458, 2.17648, -0.20857)  1.75

Properties
Total charge: +2


Record 17
Entry from the Open Molecules 2025 dataset: a structure of composition C2H5Br2N2 in a non-equilibrium geometry (wB97M-V/def2-TZVPD).

Each line ends with the Mulliken charge.
Atoms and positions in Å:
C (0.41422, -0.23462, -0.65749)  0.09
C (-0.98372, -0.06883, 1.35844)  -0.28
N (1.28072, 0.01215, -1.62144)  -0.33
N (0.35608, 0.27325, 0.54856)  -0.19
Br (-1.88824, -1.77878, 0.85926)  0.12
Br (-2.23874, 1.42215, 1.02038)  0.21
H (-0.57677, -0.63345, -1.00077)  0.16
H (-0.63830, -0.05556, 2.47301)  0.42
H (1.08005, -0.29687, -2.59911)  0.27
H (2.10524, 0.71173, -1.53724)  0.26
H (1.08944, 0.64882, 1.15639)  0.26

Properties
Relative energy (zero: lowest compared OMol25 entry of this formula, charge and spin) in kJ/mol: 282.7
Total charge: +1
Multiplicity: 3


Record 18
Entry from the Open Molecules 2025 dataset: the molecule C2H5Br2OP in a non-equilibrium geometry (wB97M-V/def2-TZVPD).

Each line ends with the Mulliken charge.
Atoms and positions in Å:
C (0.70301, -1.15214, 0.21321)  -1.15
C (0.04320, 0.12983, 0.82891)  -0.58
O (-1.43780, -0.15075, -1.64568)  -0.57
P (-0.75740, 0.79121, -0.67145)  0.77
Br (1.16708, 1.69471, -1.48479)  -0.20
Br (-2.16917, 2.37207, -0.32615)  -0.17
H (1.38946, -0.94118, -0.59937)  0.36
H (1.09114, -1.62898, 1.00593)  0.41
H (-0.10474, -1.71073, -0.09611)  0.40
H (0.67525, 0.89760, 1.26992)  0.35
H (-0.60003, -0.30164, 1.50560)  0.39

Properties
Relative energy (zero: lowest compared OMol25 entry of this formula, charge and spin) in kJ/mol: 17.9
SMILES: CCP(=O)(Br)Br


Record 19
Entry from the Open Molecules 2025 dataset: a cluster of 2 separate species, C2H5Br2OP in total in a non-equilibrium geometry (wB97M-V/def2-TZVPD).

Each line ends with the Mulliken charge.
Atoms and positions in Å:
C (-2.17962, 0.87812, 0.41903)  -0.51
C (-2.13800, -0.25970, 1.10257)  -0.43
O (2.78760, -0.34630, -1.92711)  -0.45
P (1.91992, -0.50385, -0.58498)  0.40
Br (3.24676, -1.98536, 0.47986)  -0.17
Br (2.39912, 1.38606, 0.55061)  -0.15
H (-2.52800, 0.94541, -0.64791)  0.21
H (2.39231, -0.32749, -2.80508)  0.36
H (-1.65643, 1.69976, 0.76265)  0.28
H (-1.29016, -0.41132, 1.68571)  0.25
H (-2.95349, -1.07532, 0.96465)  0.20

Properties
Relative energy (zero: lowest compared OMol25 entry of this formula, charge and spin) in kJ/mol: 169.3
SMILES: OP(Br)Br.C=C


Record 20
Entry from the Open Molecules 2025 dataset: a structure of composition C2H5BrClN in a non-equilibrium geometry (wB97M-V/def2-TZVPD).

Each line ends with the Mulliken charge.
Atoms and positions in Å:
C (-1.01232, -0.32349, -0.59153)  -0.95
C (1.05953, 0.21465, 0.36853)  -0.09
N (0.08426, -0.69229, 0.23300)  -0.25
Cl (2.44033, -0.34558, 1.25352)  -0.12
Br (0.41488, 2.04568, 1.16045)  -0.21
H (-1.84336, 0.17035, -0.10745)  0.34
H (-0.74825, 0.30267, -1.48517)  0.31
H (-1.42058, -1.12194, -1.07618)  0.37
H (1.29416, 0.67059, -0.95525)  0.31
H (-0.26866, -0.92063, 1.20006)  0.29

Properties
Relative energy (zero: lowest compared OMol25 entry of this formula, charge and spin) in kJ/mol: 189.0


no.,DFT total energy (a.u.)
1,-645.71541
2,-645.72554
3,-820.62308
4,-379.55966
5,-777.58791
6,-1251.09695
7,-950.19928
8,-950.14322
9,-443.05952
10,-1443.88970
11,-1443.83116
12,-476.73153
13,-476.73410
14,-503.76589
15,-179.24344
16,-3511.17927
17,-5336.26519
18,-5643.87969
19,-5643.82203
20,-3168.10364